Record 1
Here is an isolated molecule of C3H6N2Si at a distorted geometry from the OMol25 dataset. Energies are from ωB97M-V with the def2-TZVPD basis set.

Kohn-Sham gap, eV: 9.01
Relative energy (zero: lowest compared OMol25 entry of this formula, charge and spin), kcal per mole: 55.2
Lowest unoccupied orbital energy, eV: 0.8
E_HOMO, eV: -8.24

The geometry in ORCA input format:
```
! wB97M-V def2-TZVPD RIJCOSX def2/J DEFGRID3
* xyz 0 1
C 1.8137 0.7140 -0.3202
C 0.4727 0.9735 -0.1826
C 1.3307 -1.3706 0.4034
N 2.1206 -0.5037 0.0737
N -0.2244 -0.0840 0.0153
Si -1.9028 -0.1787 -0.1203
H 2.6129 1.4601 -0.3517
H -0.0839 1.9231 -0.2985
H 1.2160 -2.1857 0.9902
H -2.4002 0.5925 1.0966
H -2.2082 -1.5977 -0.0768
H -2.7472 0.2570 -1.2290
*
```

Record 2
Here is a structure of composition C4H8N2O at a distorted geometry from the OMol25 dataset. Energies are from ωB97M-V with the def2-TZVPD basis set.

Kohn-Sham gap, eV: 9.66
Relative energy (zero: lowest compared OMol25 entry of this formula, charge and spin), kcal per mole: 58.9
Lowest unoccupied orbital energy, eV: 0.7
E_HOMO, eV: -8.91

The geometry in ORCA input format:
```
! wB97M-V def2-TZVPD RIJCOSX def2/J DEFGRID3
* xyz 0 1
C 1.7884 -0.4221 0.4049
C -0.8719 1.0126 1.3325
N -1.3387 0.1637 -0.9972
C -0.5556 0.2554 0.0840
C -0.3439 -0.8679 -1.7941
N 0.4722 -0.5075 -0.1651
O -0.7237 -1.9558 -2.1493
H -2.3487 0.1420 -0.9449
H 0.3308 -0.2252 -2.3793
H 2.2354 -1.4177 0.4043
H 1.7626 -0.0551 1.4362
H 2.4323 0.2438 -0.1751
H -1.9397 1.2318 1.3860
H -0.5793 0.4466 2.2196
H -0.3203 1.9555 1.3375
*
```

Record 3
Here is a structure of composition C11H35CoN8O6 at a distorted geometry from the OMol25 dataset. Energies are from ωB97M-V with the def2-TZVPD basis set.

Kohn-Sham gap (alpha / beta), eV: 8.61 / 8.15
Relative energy (zero: lowest compared OMol25 entry of this formula, charge and spin), kcal per mole: 82.0
Lowest unoccupied orbital energy (alpha / beta), eV: -2.4 / -2.9
E_HOMO (alpha / beta), eV: -11.06 / -11.06

The geometry in ORCA input format:
```
! wB97M-V def2-TZVPD RIJCOSX def2/J DEFGRID3
* xyz 1 4
Co 1.2274 -0.6585 1.1280
O 0.8465 -0.0925 -0.7423
H 0.0508 -0.0744 -1.3089
C -2.2810 1.0450 -1.6531
C -3.0661 0.6820 -0.3656
C -3.8708 1.8750 0.3114
O -4.2026 1.5753 1.6353
C -5.1657 2.5592 2.0826
N -3.7942 -0.5272 -0.6097
H -1.4164 1.6579 -1.3982
H -2.7669 1.6316 -2.4327
H -1.8797 0.1876 -2.1933
H -2.3509 0.3577 0.3903
H -4.6277 2.2505 -0.3772
H -3.2691 2.7744 0.1805
H -5.9853 2.6086 1.3657
H -4.6896 3.5394 2.0588
H -5.6307 2.3321 3.0419
H -4.4009 -0.8737 0.1197
H -3.1690 -1.3199 -0.5821
C 5.3707 0.2332 0.3562
C 3.9130 -0.3341 0.3384
C 3.9144 -1.7867 0.7529
O 2.5001 -2.2809 0.7676
C 2.3328 -3.6400 1.0285
N 3.1089 0.4640 1.2138
H 5.4769 1.3032 0.1774
H 6.1223 -0.3322 -0.1947
H 5.8259 0.0933 1.3367
H 3.5911 -0.2089 -0.6955
H 4.5116 -1.9274 1.6537
H 4.4660 -2.2588 -0.0601
H 1.9461 -3.7454 2.0421
H 3.3116 -4.0669 0.8096
H 1.5795 -4.0671 0.3666
H 3.2008 1.3396 0.7187
H 3.5562 0.5614 2.1141
C -0.2521 2.1572 1.6214
O 0.3022 1.0843 1.9088
N -0.2271 2.7627 0.4870
N -0.8553 2.8994 2.4166
H -0.3467 3.7624 0.5671
H 0.1185 2.4098 -0.3940
H -1.2276 3.8179 2.2222
H -0.9018 2.4122 3.3001
C 1.5879 0.1598 -4.1036
O 1.8356 0.4153 -5.2771
N 1.5069 -0.9273 -3.4085
N 1.4066 1.1017 -3.2471
H 1.4340 -0.9675 -2.4019
H 1.5863 -1.8253 -3.8639
H 1.7162 2.0537 -3.3812
H 1.0959 0.7565 -2.3503
C -1.2679 -2.5531 0.4940
O -0.3186 -1.9822 0.8954
N -1.5637 -2.6472 -0.7641
N -2.1030 -3.2246 1.2270
H -0.9705 -2.1752 -1.4315
H -2.0720 -3.4855 -1.0071
H -2.8654 -3.8052 0.9079
H -1.9047 -3.0757 2.2060
*
```

Record 4
Here is a structure of composition C38H30GeN2O9SV at a distorted geometry from the OMol25 dataset. Energies are from ωB97M-V with the def2-TZVPD basis set.

Kohn-Sham gap (alpha / beta), eV: 6.39 / 7.89
Relative energy (zero: lowest compared OMol25 entry of this formula, charge and spin), kcal per mole: 4.4
Lowest unoccupied orbital energy (alpha / beta), eV: -2.6 / -1.1
E_HOMO (alpha / beta), eV: -8.96 / -9.00

The geometry in ORCA input format:
```
! wB97M-V def2-TZVPD RIJCOSX def2/J DEFGRID3
* xyz 0 2
V -0.1938 0.4439 0.4796
C 1.2631 -6.6002 2.6840
C 0.8300 -5.1742 2.8756
C 1.3773 -4.3926 3.8890
C 0.9708 -3.0822 4.0848
C -0.0012 -2.5511 3.2479
C -0.5765 -3.3167 2.2364
C -0.1513 -4.6199 2.0555
S -0.4863 -0.8789 3.3933
O -0.1400 -0.3956 4.6960
O -1.8248 -0.7350 2.8935
N 0.3901 -0.0979 2.2513
C 1.7503 -0.0864 1.9551
C 2.8582 -0.4206 2.7165
C 4.0916 -0.2562 2.1103
C 4.2036 0.2286 0.8084
C 3.0496 0.5372 0.1179
N 1.8596 0.3651 0.6876
H 2.2601 -6.7709 3.0883
H 1.2676 -6.8701 1.6284
H 0.5776 -7.2810 3.1924
H 2.1297 -4.8209 4.5403
H 1.3785 -2.4874 4.8909
H -1.3420 -2.9020 1.5976
H -0.5932 -5.2089 1.2609
H 2.7502 -0.7674 3.7329
H 4.9879 -0.5020 2.6653
H 5.1675 0.3653 0.3427
H 3.0446 0.9145 -0.8961
O -2.0625 -2.9971 -4.2766
C -1.5428 -2.3346 -3.4337
C -1.4170 -2.6943 -1.9200
O -1.7704 -3.7198 -1.3914
C -0.7922 -1.5177 -1.3980
C -0.5465 -0.4659 -2.2593
O -0.1263 0.6305 -1.8234
C -0.9062 -0.9206 -3.6489
O -0.7388 -0.3705 -4.6965
O -0.4901 -1.1740 -0.1284
O -0.3611 2.2996 0.8496
C -1.6419 2.0827 1.0789
O -2.1426 1.1918 0.3514
C -2.3209 2.7808 2.2004
C -2.3390 4.2991 2.0108
Ge -3.3078 4.9109 0.4253
C -2.4297 4.2507 -1.1742
C -1.0782 4.5315 -1.3859
C -0.4169 4.0574 -2.5081
C -1.0998 3.2903 -3.4422
C -2.4444 3.0129 -3.2559
C -3.1032 3.4904 -2.1296
C -3.3104 6.8465 0.4102
C -3.7860 7.5184 -0.7174
C -3.8198 8.9041 -0.7603
C -3.3711 9.6413 0.3276
C -2.8902 8.9911 1.4528
C -2.8630 7.6017 1.4919
C -5.1215 4.2286 0.5140
C -6.2088 5.0835 0.6893
C -7.5036 4.5845 0.7610
C -7.7300 3.2211 0.6580
C -6.6601 2.3539 0.4834
C -5.3685 2.8559 0.4102
H -1.7565 2.5079 3.0975
H -3.3260 2.3730 2.2969
H -1.3187 4.6885 1.9902
H -2.8416 4.7417 2.8737
H -0.5264 5.1281 -0.6658
H 0.6330 4.2790 -2.6521
H -0.5817 2.9010 -4.3089
H -2.9801 2.4159 -3.9830
H -4.1540 3.2606 -1.9972
H -4.1290 6.9565 -1.5799
H -4.1925 9.4080 -1.6427
H -3.3953 10.7231 0.2954
H -2.5365 9.5620 2.3018
H -2.4851 7.1131 2.3828
H -6.0507 6.1532 0.7723
H -8.3363 5.2631 0.8965
H -8.7388 2.8319 0.7114
H -6.8283 1.2879 0.4007
H -4.5500 2.1599 0.2624
*
```

Record 5
Here is a structure of composition C17H31NO5S4SbSi3Tc from the OMol25 dataset. Energies are from ωB97M-V with the def2-TZVPD basis set.

Kohn-Sham gap (alpha / beta), eV: 4.50 / 4.50
Lowest unoccupied orbital energy (alpha / beta), eV: -8.8 / -8.8
E_HOMO (alpha / beta), eV: -13.35 / -13.35

The geometry in ORCA input format:
```
! wB97M-V def2-TZVPD RIJCOSX def2/J DEFGRID3
* xyz 2 1
Tc 0.7651 0.3568 0.6392
O 1.5751 3.5494 3.1977
C 1.2645 2.4530 2.5939
O 1.3626 2.2884 1.3706
C 0.7592 1.3533 3.4453
C 0.5822 1.3691 4.8111
C 0.1041 0.2084 5.4181
C -0.1487 -0.9192 4.6533
C 0.0630 -0.8449 3.2859
N 0.4866 0.2674 2.7105
C -0.0107 -1.9622 2.2883
O -0.1011 -3.1279 2.7186
O 0.0701 -1.6026 1.0750
H 1.9215 4.2187 2.5764
H 0.8148 2.2560 5.3867
H -0.0492 0.1863 6.4894
H -0.4832 -1.8508 5.0912
C -1.9480 2.1244 1.6582
O -1.2815 1.2580 0.7262
Si -1.3664 1.3898 -0.9844
C -3.1019 1.2131 -1.5857
C -0.7558 3.1004 -1.3754
C -0.1171 -0.0349 -1.1319
Si -0.9676 -1.6853 -1.6403
C 0.2110 -3.1406 -1.6166
C -2.4243 -1.9786 -0.4878
C -1.5708 -1.4803 -3.3959
Si 1.3307 0.3919 -2.3587
C 2.5166 1.7031 -1.6699
C 0.4343 1.0966 -3.8502
C 2.3322 -1.0643 -2.9299
H -2.9644 2.3219 1.3152
H -1.4258 3.0795 1.7566
H -2.0106 1.6292 2.6251
H -3.6792 2.0746 -1.2341
H -3.6032 0.3017 -1.2601
H -3.1374 1.2496 -2.6796
H -1.3896 3.8114 -0.8320
H -0.8619 3.3449 -2.4349
H 0.2820 3.2882 -1.0889
H -0.2232 -3.9352 -1.0106
H 1.1990 -2.9119 -1.2141
H 0.3439 -3.5376 -2.6268
H -2.2991 -2.9387 0.0196
H -3.3595 -2.0290 -1.0530
H -2.5423 -1.2165 0.2865
H -0.7422 -1.5341 -4.1081
H -2.1354 -0.5665 -3.5982
H -2.2324 -2.3268 -3.6148
H 2.2513 2.2540 -0.7649
H 2.6269 2.4620 -2.4526
H 3.5046 1.2658 -1.5038
H -0.5342 1.5673 -3.6661
H 0.2739 0.3002 -4.5808
H 1.0808 1.8505 -4.3117
H 2.8678 -1.5952 -2.1441
H 3.0840 -0.6706 -3.6249
H 1.7233 -1.7853 -3.4822
S 1.4251 -5.9777 3.7349
Sb 0.9859 -4.9797 1.8701
S 2.9639 -1.7121 2.2210
S 2.7900 -0.6216 0.5235
S 3.4707 -3.5548 1.8247
*
```

Record 6
Here is a structure of composition C30H31BMgN17O2S2 from the OMol25 dataset. Energies are from ωB97M-V with the def2-TZVPD basis set.

Kohn-Sham gap (alpha / beta), eV: 9.11 / 5.97
Lowest unoccupied orbital energy (alpha / beta), eV: 0.3 / -2.8
E_HOMO (alpha / beta), eV: -8.80 / -8.80

The geometry in ORCA input format:
```
! wB97M-V def2-TZVPD RIJCOSX def2/J DEFGRID3
* xyz 0 2
Mg -0.2222 -1.1478 -0.1165
C -3.9604 -1.6958 1.6013
C -3.2174 -1.2522 0.5064
N -2.0613 -0.7160 0.8964
N -2.0509 -0.7951 2.2580
C -3.1809 -1.3780 2.6953
B -0.9156 -0.0626 3.0541
N 0.4455 -0.7454 2.8240
C 1.2855 -1.1870 3.7689
C 2.4086 -1.6916 3.1526
C 2.1600 -1.5159 1.7918
N 0.9780 -0.9352 1.5861
N -0.8460 1.4239 2.6110
C -1.8848 2.2888 2.6423
C -1.3892 3.5567 2.4584
C -0.0015 3.3568 2.3194
N 0.3242 2.0743 2.4020
N -1.1989 -0.0598 4.5621
C -0.8508 0.9308 5.4238
C -1.1076 0.4877 6.6957
C -1.6242 -0.8108 6.5101
N -1.6688 -1.1437 5.2308
H -4.9283 -2.1677 1.6042
H -3.4589 -1.2893 -0.5462
H -3.3358 -1.5364 3.7495
H 1.0282 -1.1217 4.8136
H 3.2699 -2.1381 3.6186
H 2.7711 -1.7936 0.9515
H -2.8908 1.9438 2.8290
H -1.9428 4.4814 2.4400
H 0.7745 4.0936 2.1651
H -0.4307 1.8588 5.0697
H -0.9578 1.0209 7.6195
H -1.9602 -1.5168 7.2555
O 1.6331 -1.1549 -1.1271
S 1.9870 -1.1945 -2.6000
C 1.7095 0.4684 -3.2659
C 2.4859 1.6283 -2.6388
C 1.9379 2.2092 -1.3264
C 0.6172 2.9716 -1.5083
S -0.7718 2.0850 -0.7269
O -0.4195 0.6440 -0.9655
C -2.0257 2.4999 -1.9118
C -2.6758 3.7166 -1.7451
C -3.6512 4.0839 -2.6593
C -3.9772 3.2304 -3.7088
C -3.3292 2.0101 -3.8477
C -2.3413 1.6335 -2.9448
C 3.7648 -1.2166 -2.6543
C 4.4991 -0.9356 -1.5147
C 5.8857 -0.9584 -1.5864
C 6.5179 -1.2580 -2.7857
C 5.7683 -1.5433 -3.9209
C 4.3832 -1.5310 -3.8573
H 0.6226 0.5838 -3.1963
H 1.9608 0.3401 -4.3234
H 2.5135 2.4276 -3.3852
H 3.5227 1.3303 -2.4770
H 2.6791 2.9020 -0.9281
H 1.8206 1.4120 -0.5911
H 0.3603 3.1213 -2.5577
H 0.6356 3.9425 -1.0121
H -2.4301 4.3613 -0.9071
H -4.1686 5.0280 -2.5447
H -4.7478 3.5161 -4.4136
H -3.5882 1.3418 -4.6591
H -1.8265 0.6795 -3.0355
H 3.9864 -0.6919 -0.5943
H 6.4712 -0.7402 -0.7025
H 7.5989 -1.2749 -2.8362
H 6.2624 -1.7881 -4.8522
H 3.7886 -1.7734 -4.7319
N -1.8409 -4.2392 -1.1558
C -1.3837 -4.2028 0.0912
N -1.6732 -5.1776 0.9898
N -1.0487 -4.8161 2.0631
N -0.3804 -3.6422 1.8437
N -0.5737 -3.2509 0.6144
C -1.6553 -3.2556 -2.1095
N -2.0185 -3.4320 -3.3663
N -1.6687 -2.2928 -3.9605
N -1.1277 -1.4760 -3.0862
N -1.1137 -2.0626 -1.8821
H -2.3344 -5.0754 -1.4422
*
```

Copy entry 5 word for word.
Here is a structure of composition C17H31NO5S4SbSi3Tc from the OMol25 dataset. Energies are from ωB97M-V with the def2-TZVPD basis set.

Kohn-Sham gap (alpha / beta), eV: 4.50 / 4.50
Lowest unoccupied orbital energy (alpha / beta), eV: -8.8 / -8.8
E_HOMO (alpha / beta), eV: -13.35 / -13.35

The geometry in ORCA input format:
```
! wB97M-V def2-TZVPD RIJCOSX def2/J DEFGRID3
* xyz 2 1
Tc 0.7651 0.3568 0.6392
O 1.5751 3.5494 3.1977
C 1.2645 2.4530 2.5939
O 1.3626 2.2884 1.3706
C 0.7592 1.3533 3.4453
C 0.5822 1.3691 4.8111
C 0.1041 0.2084 5.4181
C -0.1487 -0.9192 4.6533
C 0.0630 -0.8449 3.2859
N 0.4866 0.2674 2.7105
C -0.0107 -1.9622 2.2883
O -0.1011 -3.1279 2.7186
O 0.0701 -1.6026 1.0750
H 1.9215 4.2187 2.5764
H 0.8148 2.2560 5.3867
H -0.0492 0.1863 6.4894
H -0.4832 -1.8508 5.0912
C -1.9480 2.1244 1.6582
O -1.2815 1.2580 0.7262
Si -1.3664 1.3898 -0.9844
C -3.1019 1.2131 -1.5857
C -0.7558 3.1004 -1.3754
C -0.1171 -0.0349 -1.1319
Si -0.9676 -1.6853 -1.6403
C 0.2110 -3.1406 -1.6166
C -2.4243 -1.9786 -0.4878
C -1.5708 -1.4803 -3.3959
Si 1.3307 0.3919 -2.3587
C 2.5166 1.7031 -1.6699
C 0.4343 1.0966 -3.8502
C 2.3322 -1.0643 -2.9299
H -2.9644 2.3219 1.3152
H -1.4258 3.0795 1.7566
H -2.0106 1.6292 2.6251
H -3.6792 2.0746 -1.2341
H -3.6032 0.3017 -1.2601
H -3.1374 1.2496 -2.6796
H -1.3896 3.8114 -0.8320
H -0.8619 3.3449 -2.4349
H 0.2820 3.2882 -1.0889
H -0.2232 -3.9352 -1.0106
H 1.1990 -2.9119 -1.2141
H 0.3439 -3.5376 -2.6268
H -2.2991 -2.9387 0.0196
H -3.3595 -2.0290 -1.0530
H -2.5423 -1.2165 0.2865
H -0.7422 -1.5341 -4.1081
H -2.1354 -0.5665 -3.5982
H -2.2324 -2.3268 -3.6148
H 2.2513 2.2540 -0.7649
H 2.6269 2.4620 -2.4526
H 3.5046 1.2658 -1.5038
H -0.5342 1.5673 -3.6661
H 0.2739 0.3002 -4.5808
H 1.0808 1.8505 -4.3117
H 2.8678 -1.5952 -2.1441
H 3.0840 -0.6706 -3.6249
H 1.7233 -1.7853 -3.4822
S 1.4251 -5.9777 3.7349
Sb 0.9859 -4.9797 1.8701
S 2.9639 -1.7121 2.2210
S 2.7900 -0.6216 0.5235
S 3.4707 -3.5548 1.8247
*
```

Question: Which formula does entry 5 have?
Answer: C17H31NO5S4SbSi3Tc